Formula: C7H8OS
Source: OMol25
Level of theory: ωB97M-V/def2-TZVPD

XYZ file:
```
17
Properties=species:S:1:pos:R:3:forces:R:3:mulliken_charge:R:1
C -2.285013 0.535437 -0.952114 1.524 0.358 0.628 -0.865
C -0.965324 0.698945 -0.884084 -0.806 -0.683 0.819 -0.182
C 2.192590 -0.514700 0.204452 -0.416 -1.628 1.111 -0.295
C -0.495710 -2.625784 0.836235 -0.124 0.398 -0.015 -0.320
C 0.958719 1.785122 0.556609 -0.867 -1.451 1.335 -0.742
C -0.166978 0.717541 0.369270 -0.931 -0.039 1.295 0.099
C 1.265077 0.403704 0.338899 0.314 -1.300 -0.056 0.176
O 1.967174 -1.903809 0.169178 -1.706 0.053 -1.281 -0.370
S 0.333861 -2.344952 -0.457412 1.983 0.654 0.835 0.114
H -2.703148 0.387979 -1.909146 -0.859 -0.006 -0.693 0.281
H -2.841732 0.554453 -0.046827 -0.801 -0.144 0.401 0.296
H -0.473854 0.618754 -1.816245 1.030 0.238 -0.783 0.343
H 3.244095 -0.414914 0.413242 0.242 0.596 -0.316 0.364
H -1.542217 -2.753112 0.552919 -0.142 -0.488 0.009 0.282
H 1.197296 2.343395 -0.271005 0.155 1.979 -1.497 0.294
H 1.064221 2.138890 1.562796 0.178 0.559 0.150 0.249
H -0.749057 0.373052 1.333233 1.227 0.904 -1.940 0.275
```
Positions in Å, forces in eV/Å.

## Properties
Gap between HOMO and LUMO: 8.809 eV
Lowest unoccupied orbital energy: -0.1 eV
Calculated total energy: -20265.0897 eV